1.
59
Properties=species:S:1:pos:R:3:lowdin_charge:R:1 method="wB97M-V/def2-TZVPD" spin_multiplicity=1 e_above_lowest_kj_mol=1.9 lumo_ev="-12.43 / -11.67" molar_mass_g_mol=709.59 homo_energy_ev="-17.24 / -17.72" charge=+3
Pb -0.2018 -0.5499 -0.6830 1.7499
C -1.6850 -2.3386 1.9344 -0.1536
C -1.3815 -0.9124 2.3854 -0.1557
O -0.1237 -0.4176 1.9231 -0.2679
C 1.0092 -0.9670 2.6174 -0.1242
C 2.0354 -1.5896 1.6596 -0.1541
O 1.3254 -2.3358 0.6816 -0.2570
C 2.1265 -2.9725 -0.3103 -0.1523
C 1.2089 -3.8131 -1.2097 -0.1335
O 0.0628 -3.0796 -1.6355 -0.2626
C -1.1882 -3.7208 -1.4594 -0.1603
C -1.6591 -3.7266 0.0007 -0.1495
O -1.7286 -2.3961 0.5108 -0.2580
H -2.6520 -2.6473 2.3510 0.1558
H -0.9124 -3.0223 2.3076 0.1353
H -1.4114 -0.8702 3.4785 0.1512
H -2.1301 -0.2273 1.9851 0.1248
H 0.6706 -1.7265 3.3250 0.1394
H 1.4843 -0.1573 3.1826 0.1461
H 2.6986 -2.2490 2.2320 0.1528
H 2.6416 -0.8100 1.1776 0.1297
H 2.8629 -3.6345 0.1601 0.1513
H 2.6539 -2.2152 -0.9033 0.1230
H 0.9003 -4.7223 -0.6882 0.1400
H 1.7731 -4.0976 -2.1073 0.1506
H -1.1410 -4.7603 -1.8020 0.1517
H -1.8880 -3.1693 -2.0912 0.1335
H -0.9680 -4.3166 0.6132 0.1341
H -2.6479 -4.1965 0.0506 0.1519
Br 6.3066 4.0103 -1.3150 1.0075
C 4.8175 2.9044 -1.5687 -0.5906
C 4.8375 1.9374 -2.6220 -0.0414
C 3.7981 1.0859 -2.7698 0.0771
C 2.6337 1.1161 -1.8929 -0.2946
O 1.7767 0.2376 -1.9923 -0.0644
C 2.5696 2.2171 -0.8991 -0.0690
C 1.3892 2.5776 -0.1915 -0.0177
N 0.2282 1.9783 -0.2099 0.0550
C -0.9076 2.6030 0.2349 -0.1468
C -0.9332 3.7989 0.9809 0.0651
C -2.1151 4.4464 1.3108 0.0197
C -3.3311 3.9506 0.8784 0.0930
C -3.3784 2.7471 0.1408 -0.1092
C -4.6001 2.2377 -0.3483 0.0715
C -4.6089 1.0501 -1.0436 0.0317
C -3.3977 0.3795 -1.2171 -0.0652
N -2.2343 0.8527 -0.7993 -0.0217
C -2.1815 2.0306 -0.1458 -0.1449
C 3.6916 3.0348 -0.7544 -0.0221
H 5.6935 1.8893 -3.2820 0.1339
H 3.7839 0.3314 -3.5453 0.1479
H 1.4908 3.5301 0.3307 0.1325
H -0.0096 4.2309 1.3359 0.1256
H -2.0852 5.3486 1.9035 0.1403
H -4.2566 4.4675 1.0960 0.1519
H -5.5108 2.7870 -0.1616 0.1459
H -5.5248 0.6300 -1.4293 0.1372
H -3.3701 -0.5803 -1.7110 0.1286
H 3.6905 3.8085 0.0011 0.1307

2.
10
Properties=species:S:1:pos:R:3:lowdin_charge:R:1 method="wB97M-V/def2-TZVPD" spin_multiplicity=1 e_above_lowest_kj_mol=244.9 lumo_ev=0.88 molar_mass_g_mol=110.51 homo_energy_ev=-10.63
C 1.0907 0.5397 0.7751 -0.5766
C 0.3115 0.2819 -0.3946 -0.3952
C -1.2643 -0.8750 -0.3294 0.1180
O 1.4912 -0.3913 -0.1978 0.0498
F 0.0957 1.2713 -1.3269 0.0439
Cl 2.0861 2.0488 0.8752 0.6213
H 0.8650 0.1569 1.6845 0.0737
H -2.0664 -0.3269 -0.6144 0.0012
H -1.4425 -1.1237 0.6475 0.0172
H -1.1670 -1.5817 -1.1193 0.0467

3.
22
Properties=species:S:1:pos:R:3:lowdin_charge:R:1 method="wB97M-V/def2-TZVPD" spin_multiplicity=1 e_above_lowest_kj_mol=473.0 lumo_ev=0.48 smiles="C=Cn1ccnc1CC=C=CO" molar_mass_g_mol=162.19 homo_energy_ev=-8.59
C -0.0035 -2.6154 0.5618 0.0337
C 0.3239 -1.3216 0.7960 -0.1688
N 1.1077 -0.4749 0.0447 -0.0207
C 1.6781 -0.6100 -1.2293 -0.0535
C 2.3490 0.5177 -1.4367 -0.1670
N 2.0559 1.4388 -0.4860 0.1013
C 1.0995 0.9080 0.3189 -0.2899
C 0.3198 1.6180 1.3212 -0.1364
C -1.1722 1.8211 0.9568 -0.0593
C -1.7651 1.1020 -0.0170 -0.0058
C -2.0365 0.3853 -1.0627 -0.2424
O -2.6951 -0.7962 -1.2173 -0.0381
H 0.3536 -3.1135 -0.3618 0.0602
H -0.5680 -3.2051 1.2742 0.0489
H 0.0263 -1.0030 1.7886 0.1096
H 1.7069 -1.5544 -1.6793 0.0956
H 2.8691 0.7692 -2.3300 0.0949
H 0.3424 1.1204 2.3702 0.1421
H 0.8277 2.5811 1.3543 0.1149
H -1.5893 2.5534 1.6025 0.0815
H -1.7880 0.7591 -2.0740 0.1332
H -3.4422 -0.8799 -0.4954 0.1660